(1)
Below is one molecule with the formula C2H7NOSi at a distorted geometry, with properties calculated with ωB97M-V/def2-TZVPD.

Results
- HOMO (eV) = -9.64
- net charge = 0
- F_max (eV Å⁻¹) = 3.62
- energy above the lowest of the compared OMol25 structures with the same formula, charge and spin (eV) = 2.912
- SMILES = [H]/N=C(\[SiH3])OC
- molecular weight (g mol⁻¹) = 89.170

The geometry in XYZ format:
```
12
C2H7NOSi | OMol25 | ωB97M-V/def2-TZVPD
H 0.50036 1.19561 -1.78630
N 0.54497 1.22798 -0.83430
C 0.03254 0.16380 -0.35545
Si -0.48886 -1.51641 -1.26946
O -0.10082 -0.10675 0.96464
C 0.34392 0.98950 1.82143
H -0.04015 -2.16154 -2.54859
H -0.32869 -2.45483 -0.22795
H -1.89623 -0.91435 -1.78989
H 0.97944 1.59602 1.17842
H 0.94462 0.49035 2.59937
H -0.49111 1.49061 2.24807
```

The molecule's Mulliken atomic charges, reported in e, are given here: H 0.2462; N -0.7418; C 0.5082; Si 0.3796; O -0.3005; C -0.6375; H -0.1080; H -0.0938; H -0.0587; H 0.3545; H 0.2093; H 0.2425



(2)
Below is a 2-piece molecular cluster, C3H10N2 overall at a distorted geometry, with properties calculated with ωB97M-V/def2-TZVPD.

Results
- HOMO (alpha / beta) (eV) = -0.61 / -1.19
- net charge = -1
- F_max (eV Å⁻¹) = 1.75
- energy above the lowest of the compared OMol25 structures with the same formula, charge and spin (eV) = 2.237
- multiplicity = 2
- ⟨S²⟩ = 0.7554
- molecular weight (g mol⁻¹) = 74.127

The geometry in XYZ format:
```
15
C3H10N2 | OMol25 | ωB97M-V/def2-TZVPD
C -0.63737 -3.41436 0.76026
N -1.14556 -2.05770 0.63078
H 0.41734 -3.36863 0.51964
H -0.72160 -3.88294 1.75317
H -1.10553 -4.07735 0.02004
H -2.12309 -1.90690 0.83308
H -0.61840 -1.46266 1.26239
C 1.35652 1.43706 0.10235
C -0.27920 2.54715 -1.19243
N 0.96942 2.51822 -0.73000
H 1.89514 1.74748 1.04574
H 0.53981 0.77922 0.49858
H 2.10610 0.74696 -0.37798
H -1.08822 2.47379 -0.38089
H -0.57388 1.98605 -2.09851
```

The molecule's Mulliken atomic charges, reported in e, are given here: C -0.6633; N -0.5141; H 0.2713; H 0.2259; H 0.2709; H 0.1904; H 0.1810; C -0.3981; C -0.5329; N -0.6912; H 0.2200; H -0.0790; H 0.1821; H 0.1966; H 0.1405



(3)
Below is C22H19Cl2FeN2O5S as an isolated structure at a distorted geometry, with properties calculated with ωB97M-V/def2-TZVPD.

Results
- HOMO (alpha / beta) (eV) = -4.10 / -4.10
- net charge = -1
- F_max (eV Å⁻¹) = 1.02
- molecular weight (g mol⁻¹) = 550.221

The geometry in XYZ format:
```
52
C22H19Cl2FeN2O5S | OMol25 | ωB97M-V/def2-TZVPD
Fe 0.28537 0.65980 0.84360
O 6.15780 -0.08577 0.21603
C 4.82335 0.17691 0.32503
C 4.00943 0.27900 -0.80080
C 2.67335 0.56282 -0.60191
N 2.20176 0.73454 0.62406
C 2.94471 0.57798 1.71427
C 4.29526 0.30889 1.60607
C 2.11555 0.56401 3.01139
O 2.72499 0.53090 4.07636
O 0.85916 0.54681 2.80481
C 1.58457 0.59822 -1.67963
O 1.92761 0.48470 -2.85488
O 0.40927 0.72002 -1.20565
H 6.37959 -0.16700 -0.71778
H 4.37692 0.12291 -1.80793
H 4.90022 0.17876 2.49178
Cl -2.04076 1.27678 1.17916
C -2.19777 2.98311 0.78422
C -3.48252 3.46410 0.63630
C -3.66777 4.80981 0.35745
C -2.54898 5.62388 0.24038
C -1.28060 5.09926 0.39531
Cl 0.06090 6.19729 0.23176
C -1.02297 3.73830 0.67557
S 0.54645 3.07959 0.87306
H -4.32233 2.79032 0.74230
H -4.66254 5.21665 0.23744
H -2.65202 6.67898 0.02559
C -1.50742 -1.18211 -2.33945
N -2.71713 -1.69832 -1.70482
C -3.06214 -3.03335 -2.15775
C -2.19711 -1.83858 0.47030
C -0.89287 -2.28102 0.56130
C -0.74032 -3.71023 0.45339
C 0.48044 -4.29103 0.50181
C 1.58679 -3.43206 0.71140
C 1.44767 -2.07793 0.84898
C 0.20698 -1.35171 0.75404
H -1.62928 -1.05489 -3.42109
H -0.69408 -1.89080 -2.17059
H -1.19338 -0.23983 -1.89567
H -3.49384 -1.06494 -1.85158
H -2.23088 -3.70416 -1.93471
H -3.24945 -3.08463 -3.23737
H -3.94818 -3.39910 -1.63470
H -3.01571 -2.54608 0.48720
H -2.45543 -0.80302 0.56882
H -1.63798 -4.30776 0.32948
H 0.61519 -5.36036 0.40863
H 2.57744 -3.86966 0.78102
H 2.35270 -1.53003 1.04802
```

The molecule's Mulliken atomic charges, reported in e, are given here: Fe -0.5961; O -0.5553; C 1.1909; C -0.7059; C -0.2102; N 0.7872; C -0.0090; C -0.7188; C 0.3454; O -0.7940; O -0.5669; C 0.1535; O -0.8134; O -0.4692; H 0.2916; H 0.4355; H 0.5716; Cl -0.2922; C 0.6468; C -0.9407; C -0.3226; C -0.7708; C 0.3985; Cl -0.2371; C 0.1310; S -0.4634; H 0.3608; H 0.3621; H 0.3835; C -0.9430; N -0.1334; C -0.9134; C -0.7627; C 2.0965; C -0.7117; C -0.8416; C -0.8279; C 0.5906; C -0.0020; H 0.4317; H 0.3163; H 0.1763; H 0.2593; H 0.3198; H 0.3345; H 0.3233; H 0.4784; H -0.2823; H 0.4567; H 0.3791; H 0.4314; H 0.2314



(4)
Below is a 2-piece molecular cluster, C9H14O overall at a distorted geometry, with properties calculated with ωB97M-V/def2-TZVPD.

Results
- HOMO (eV) = -8.37
- net charge = 0
- F_max (eV Å⁻¹) = 2.57
- energy above the lowest of the compared OMol25 structures with the same formula, charge and spin (eV) = 0.545
- SMILES = Cc1ccc(O)cc1.CC
- molecular weight (g mol⁻¹) = 138.210

The geometry in XYZ format:
```
24
C9H14O | OMol25 | ωB97M-V/def2-TZVPD
C 3.67810 2.32686 -1.58105
C 2.42280 1.52627 -1.26475
C 1.21579 1.89270 -1.82922
C 0.06441 1.16422 -1.58205
C 0.10394 0.08206 -0.72508
O -1.01485 -0.62853 -0.46449
C 1.30992 -0.29573 -0.11968
C 2.45478 0.41777 -0.41894
H 4.33430 2.34545 -0.71189
H 3.35976 3.40747 -1.85822
H 4.26924 1.93829 -2.40160
H 1.10966 2.80153 -2.38638
H -0.89113 1.48422 -1.90392
H -1.70196 -0.51181 -1.12406
H 1.28667 -1.08550 0.53443
H 3.41324 0.09248 0.03380
C -2.63230 -1.65859 1.97303
C -3.72295 -2.57171 2.44233
H -3.00306 -0.72641 1.60371
H -2.02680 -1.40509 2.80232
H -2.07654 -2.19591 1.24901
H -3.30178 -3.40957 2.90604
H -4.35411 -2.94290 1.63752
H -4.29714 -2.04755 3.18914
```

The molecule's Mulliken atomic charges, reported in e, are given here: C -1.2509; C 0.5597; C -0.5003; C -0.6009; C 0.6757; O -0.4376; C -0.6884; C -0.3709; H 0.3513; H 0.2855; H 0.2720; H 0.2932; H 0.3410; H 0.2615; H 0.5176; H 0.2847; C -0.7011; C -1.0578; H 0.2935; H 0.2920; H 0.2382; H 0.3226; H 0.3147; H 0.3047



(5)
Below is C15H23IN2SiTi as an isolated structure at a distorted geometry, with properties calculated with ωB97M-V/def2-TZVPD.

Results
- HOMO (alpha / beta) (eV) = -4.86 / -8.03
- net charge = 0
- F_max (eV Å⁻¹) = 3.35
- energy above the lowest of the compared OMol25 structures with the same formula, charge and spin (eV) = 0.000
- multiplicity = 3
- ⟨S²⟩ = 2.0223
- molecular weight (g mol⁻¹) = 434.220

The geometry in XYZ format:
```
43
C15H23IN2SiTi | OMol25 | ωB97M-V/def2-TZVPD
C 0.92498 3.34108 -0.99492
C 3.30475 1.06866 -0.04947
H 1.01681 3.02757 -2.01971
H 1.83733 3.75029 -0.59742
H 0.02527 3.93146 -0.84525
H 3.63803 0.56477 -0.99343
H 3.72055 2.06174 -0.07907
H 3.52345 0.53440 0.85807
C -1.79047 2.06622 -0.65769
C -3.07095 1.88250 -1.17662
C -3.29226 0.83414 -2.07510
C -2.23184 -0.00245 -2.40746
H -1.60067 2.91221 -0.00636
H -3.85599 2.56084 -0.85014
H -4.28287 0.68296 -2.50411
H -2.35322 -0.85449 -3.06591
N -0.76286 1.23837 -0.94603
C -0.94857 0.22358 -1.83816
C 0.15921 -0.72958 -1.96484
N 1.28736 -0.42064 -1.23490
C 2.20213 -1.38549 -0.92263
C 1.06717 -2.93688 -2.30573
C 2.13996 -2.64294 -1.48685
H 3.01965 -1.10564 -0.27704
H 2.96757 -3.32334 -1.24239
C 0.07251 -1.99546 -2.54650
H -0.81107 -2.20265 -3.15897
H 1.01152 -3.91677 -2.75736
Ti 1.42296 1.48549 -0.37701
I 0.87521 1.52828 2.20839
C 0.61996 -1.16888 4.06106
Si -0.46771 -0.56713 2.66754
C -0.55915 -1.74429 1.22779
C -2.12409 0.20258 3.05365
H 1.50585 -1.68258 3.66827
H 0.05718 -1.88675 4.66756
H 0.97727 -0.37327 4.72523
H -1.03199 -2.65611 1.61727
H -1.18177 -1.34354 0.41607
H 0.43162 -1.99480 0.82834
H -2.81615 -0.60182 3.33183
H -2.08811 0.92650 3.87610
H -2.53854 0.71188 2.17389
```

The molecule's Mulliken atomic charges, reported in e, are given here: C -1.5327; C -1.6759; H 0.4171; H 0.4477; H 0.3843; H 0.4874; H 0.4591; H 0.3172; C -0.4265; C -1.0449; C -0.4250; C -0.9153; H 0.4816; H 0.3901; H 0.3974; H 0.3349; N 0.6984; C 0.2308; C 0.5789; N 0.4018; C -0.3244; C -0.5868; C -0.8355; H 0.3847; H 0.3687; C -0.6320; H 0.2970; H 0.4015; Ti 0.5631; I -0.1314; C -1.1313; Si 0.5346; C -0.6229; C -1.0617; H 0.3159; H 0.3601; H 0.3581; H 0.5127; H 0.1340; H 0.0946; H 0.3700; H 0.3220; H 0.3026



(6)
Below is an isolated ion of composition S2 and charge +1 at a distorted geometry, with properties calculated with ωB97M-V/def2-TZVPD.

Results
- HOMO (alpha / beta) (eV) = -16.96 / -18.36
- net charge = +1
- F_max (eV Å⁻¹) = 6.71
- energy above the lowest of the compared OMol25 structures with the same formula, charge and spin (eV) = 1.096
- multiplicity = 2
- ⟨S²⟩ = 0.7544
- molecular weight (g mol⁻¹) = 64.134

The geometry in XYZ format:
```
2
S2 | OMol25 | ωB97M-V/def2-TZVPD
S 0.00000 0.00000 1.03692
S 0.00000 0.00000 -1.03692
```

The molecule's Mulliken atomic charges, reported in e, are given here: S 0.5000; S 0.5000